DFT (wB97M-V/def2-TZVPD) results for a structure of composition C25H33N8O2Pd at a distorted geometry.

Properties
total charge: +1
⟨S²⟩: 2.007
Kohn-Sham gap (alpha / beta): 7.58 / 6.33 eV
DFT total energy: -45949.5073 eV
E_HOMO (alpha / beta): -0.3859 / -0.3847 hartree
2S+1: 3

Each line ends with the Löwdin spin population.
Cartesian coordinates (Å):
Pd 0.94 0.65 -0.72  1.386
C 5.45 -0.07 -0.48  0.005
C 4.07 0.47 -0.72  0.008
N 3.01 -0.17 -0.36  0.155
N 3.08 -1.34 0.26  0.028
C 1.92 -1.72 0.79  0.018
O 0.88 -0.99 0.78  0.139
C 1.89 -3.05 1.44  0.007
C 0.67 -3.54 1.90  0.001
C 0.62 -4.78 2.52  0.000
C 1.77 -5.53 2.68  0.001
C 2.99 -5.04 2.21  0.000
C 3.05 -3.81 1.59  0.002
C 3.85 1.74 -1.40  0.005
C 4.90 2.57 -1.78  0.000
C 4.62 3.74 -2.46  -0.001
C 3.30 4.04 -2.78  0.001
C 2.31 3.17 -2.36  0.007
N 2.57 2.06 -1.67  0.084
H 5.37 -1.06 -0.04  0.001
H 6.01 0.57 0.19  0.000
H 5.99 -0.13 -1.43  0.000
H -0.21 -2.93 1.78  0.000
H -0.33 -5.16 2.88  0.000
H 1.73 -6.49 3.18  0.000
H 3.89 -5.63 2.33  0.000
H 3.99 -3.42 1.22  0.001
H 5.91 2.29 -1.54  0.000
H 5.42 4.41 -2.75  0.000
H 3.04 4.93 -3.33  0.000
H 1.27 3.36 -2.59  0.001
O -0.37 2.37 -1.55  0.067
C -0.81 3.24 -0.75  0.005
C -1.54 4.44 -1.30  0.003
C -3.02 4.55 -0.85  0.000
C -3.42 3.59 0.28  0.000
C -2.76 3.91 1.62  0.000
C -1.25 4.12 1.50  0.000
N -0.62 3.19 0.57  -0.001
H -1.48 4.37 -2.38  0.000
H -0.98 5.32 -0.99  0.000
H -3.66 4.34 -1.71  0.000
H -3.23 5.58 -0.54  0.000
H -3.17 2.57 -0.02  0.000
H -4.50 3.63 0.40  0.000
H -2.97 3.07 2.30  0.000
H -3.20 4.81 2.05  0.000
H -0.77 4.00 2.47  0.000
H -1.04 5.14 1.16  0.000
H -0.24 2.34 0.94  -0.001
C -3.54 -3.49 1.60  0.000
C -3.61 -3.78 0.10  0.000
C -2.35 -4.48 -0.40  0.000
C -3.90 -2.50 -0.71  0.001
N -2.81 -1.54 -0.68  0.003
C -1.77 -1.42 -1.51  0.008
N -1.02 -0.44 -1.08  0.066
N -1.63 0.04 0.02  -0.003
N -2.70 -0.61 0.27  0.000
H -3.44 -4.42 2.15  0.000
H -4.45 -2.99 1.94  0.000
H -2.69 -2.85 1.84  0.000
H -4.47 -4.43 -0.09  0.000
H -1.46 -3.86 -0.27  0.000
H -2.44 -4.76 -1.45  0.000
H -2.19 -5.40 0.17  0.000
H -4.78 -2.00 -0.31  0.000
H -4.08 -2.76 -1.75  0.000
H -1.60 -2.03 -2.38  0.000


DFT (wB97M-V/def2-TZVPD) results for a structure of composition C25H34AsN5OS5Si2Tc at a distorted geometry.

Properties
total charge: +3
Kohn-Sham gap (alpha / beta): 5.39 / 5.40 eV
energy relative to the best compared isomer or geometry (same formula, charge and spin): 185.8 kJ/mol
DFT total energy: -168918.5931 eV
E_HOMO (alpha / beta): -0.5989 / -0.5989 hartree

Each line ends with the Löwdin charge.
Cartesian coordinates (Å):
Tc -0.26 -0.26 0.11  1.062
N 1.04 0.02 4.11  0.188
C -0.01 0.44 4.94  -0.193
C 0.25 0.89 6.23  0.030
C -0.79 1.34 7.03  0.009
C -2.10 1.34 6.56  -0.009
C -2.38 0.88 5.29  -0.051
C -1.34 0.44 4.48  -0.383
S -1.72 -0.19 2.90  1.024
N -0.22 -0.40 2.19  -0.412
C 0.93 -0.26 2.82  -0.283
C 2.08 -0.35 1.94  -0.174
C 3.39 -0.46 2.40  0.041
C 4.44 -0.48 1.51  0.019
C 4.14 -0.37 0.16  0.022
C 2.82 -0.27 -0.23  -0.116
N 1.78 -0.28 0.62  -0.028
H 1.97 0.08 4.51  0.163
H 1.26 0.89 6.61  0.139
H -0.58 1.69 8.03  0.138
H -2.91 1.69 7.19  0.136
H -3.40 0.87 4.92  0.110
H 3.59 -0.55 3.46  0.131
H 5.46 -0.58 1.85  0.141
H 4.92 -0.36 -0.59  0.139
H 2.58 -0.21 -1.28  0.112
S -6.77 0.50 -1.18  0.266
As -5.52 0.71 0.39  0.065
S -3.16 -0.05 -0.11  0.108
S -2.08 1.25 0.91  0.245
S -5.48 1.40 2.29  0.178
N 0.94 -6.58 -3.21  0.209
C -0.17 -5.92 -2.84  -0.480
O -1.30 -6.21 -3.18  0.106
C 0.00 -4.69 -1.95  -0.061
C -1.18 -4.06 -1.56  0.042
C -1.12 -2.86 -0.89  -0.115
N 0.03 -2.24 -0.58  -0.078
C 1.17 -2.90 -0.87  -0.095
C 1.19 -4.11 -1.54  0.038
H 0.82 -7.40 -3.78  0.139
H 1.87 -6.36 -2.89  0.103
H -2.12 -4.52 -1.83  0.141
H -2.04 -2.38 -0.60  0.047
H 2.09 -2.45 -0.55  0.097
H 2.15 -4.56 -1.74  0.126
C -1.32 3.77 -0.98  -0.182
Si 0.38 2.97 -0.94  0.450
C 1.62 3.90 -2.01  -0.168
C 1.09 2.95 0.82  -0.185
C 0.28 1.08 -1.41  -0.454
Si -0.71 0.77 -3.14  0.498
C 0.04 2.14 -4.19  -0.162
C -0.15 -0.91 -3.80  -0.167
C -2.58 0.90 -3.26  -0.203
H -1.22 4.83 -1.24  0.057
H -1.83 3.75 -0.01  -0.002
H -1.98 3.33 -1.73  0.013
H 2.11 4.66 -1.41  0.048
H 1.14 4.41 -2.84  0.041
H 2.40 3.26 -2.42  0.039
H 1.12 3.97 1.21  0.051
H 2.11 2.56 0.83  0.032
H 0.48 2.35 1.51  -0.020
H 1.29 0.90 -1.79  -0.024
H 1.10 2.30 -4.01  0.029
H -0.49 3.09 -4.06  0.048
H -0.07 1.83 -5.23  0.058
H 0.71 -1.31 -3.27  0.012
H 0.15 -0.79 -4.85  0.049
H -0.96 -1.64 -3.79  0.033
H -3.02 1.72 -2.69  0.010
H -3.10 -0.02 -3.01  0.007
H -2.81 1.10 -4.32  0.058


DFT (wB97M-V/def2-TZVPD) results for a structure of composition C25H34CeClN2O8S at a distorted geometry.

Properties
total charge: +3
Kohn-Sham gap (alpha / beta): 3.76 / 3.76 eV
energy relative to the best compared isomer or geometry (same formula, charge and spin): 62.7 kJ/mol
DFT total energy: -82099.4345 eV
E_HOMO (alpha / beta): -0.5478 / -0.5478 hartree

Each line ends with the Löwdin charge.
Cartesian coordinates (Å):
Ce 8.59 10.29 14.38  1.573
C 5.36 8.91 14.41  -0.103
C 6.14 7.81 15.11  -0.094
O 7.54 8.10 15.01  -0.229
C 8.41 7.21 15.69  -0.107
C 9.78 7.26 15.07  -0.076
O 10.21 8.66 15.16  -0.273
C 11.65 8.80 14.94  -0.073
C 11.85 10.17 14.35  -0.087
O 10.88 11.09 14.91  -0.228
C 11.10 11.51 16.23  -0.132
C 10.29 10.80 17.25  -0.088
O 8.95 10.69 16.74  -0.266
C 7.86 11.27 17.47  -0.086
C 7.56 12.58 16.77  -0.117
O 7.23 12.22 15.44  -0.246
C 5.80 12.32 15.15  -0.088
C 5.50 11.32 14.08  -0.093
O 6.08 10.11 14.67  -0.263
H 4.36 9.00 14.87  0.166
H 5.36 8.75 13.29  0.163
H 5.94 6.84 14.62  0.165
H 5.83 7.74 16.14  0.149
H 7.94 6.23 15.59  0.157
H 8.49 7.48 16.77  0.167
H 9.75 6.92 14.03  0.155
H 10.46 6.65 15.64  0.155
H 12.00 8.07 14.20  0.164
H 12.14 8.66 15.92  0.164
H 11.75 10.22 13.28  0.149
H 12.79 10.57 14.56  0.135
H 10.88 12.55 16.27  0.132
H 12.19 11.39 16.41  0.173
H 10.26 11.43 18.15  0.163
H 10.61 9.78 17.53  0.158
H 8.10 11.39 18.52  0.156
H 7.02 10.56 17.34  0.155
H 8.48 13.26 16.77  0.165
H 6.73 13.15 17.23  0.162
H 5.49 13.35 14.94  0.172
H 5.27 11.98 16.05  0.154
H 5.87 11.57 13.08  0.151
H 4.44 11.24 14.03  0.149
Cl 8.37 7.46 6.29  0.752
C 8.44 7.90 7.99  -0.576
C 9.57 7.65 8.77  -0.048
C 9.60 8.08 10.06  0.020
C 8.47 8.76 10.55  -0.139
C 7.31 8.99 9.77  0.024
C 7.30 8.53 8.48  -0.078
C 8.45 9.18 11.93  -0.476
O 7.43 9.71 12.49  -0.085
O 9.50 9.12 12.71  -0.083
H 10.41 7.17 8.32  0.120
H 10.41 7.85 10.72  0.127
H 6.49 9.58 10.18  0.134
H 6.46 8.60 7.77  0.131
N 9.89 16.40 9.85  0.145
C 9.10 16.16 10.89  -0.816
S 7.98 17.16 11.60  0.754
C 9.19 14.79 11.54  -0.213
C 8.89 13.61 10.88  0.040
C 8.78 12.42 11.65  -0.035
N 8.99 12.36 13.00  -0.031
C 9.33 13.56 13.61  -0.076
C 9.41 14.75 12.95  -0.004
H 9.84 17.26 9.32  0.131
H 10.51 15.68 9.56  0.115
H 8.65 13.55 9.82  0.139
H 8.53 11.48 11.18  0.101
H 9.58 13.58 14.67  0.110
H 9.64 15.67 13.43  0.114


Among the records above, which one has the lowest DFT total energy?
C25H34AsN5OS5Si2Tc


The highest DFT total energy belongs to which entry?
C25H33N8O2Pd


Which value of DFT total energy does entry 1 give?
-45949.5073 eV


Number 3 is which compound?
C25H34CeClN2O8S